(1)
Here is a cluster of 2 separate species, C4H12 in total from the Open Molecules 2025 dataset. Energies are from wB97M-V/def2-TZVPD.

- structure (SMILES) = CC.CC
- relative energy (zero: lowest compared OMol25 entry of this formula, charge and spin) (kcal per mole) = 10.61
- charge = 0

Each line ends with the natural charge from an NBO analysis.
Element x y z (Å)
1 C -1.549 0.995 0.021  -0.621
2 C -2.321 0.588 -1.245  -0.619
3 H -2.165 1.604 0.691  0.206
4 H -1.254 0.230 0.732  0.207
5 H -0.633 1.536 -0.204  0.206
6 H -3.292 1.061 -1.377  0.210
7 H -2.521 -0.481 -1.158  0.205
8 H -1.679 0.746 -2.103  0.207
9 C 2.224 -1.490 0.504  -0.603
10 C 1.605 -0.074 0.657  -0.604
11 H 1.567 -2.279 0.854  0.203
12 H 2.426 -1.707 -0.544  0.197
13 H 3.188 -1.419 1.006  0.200
14 H 2.293 0.708 0.346  0.202
15 H 1.428 0.084 1.722  0.198
16 H 0.683 -0.102 0.099  0.206



(2)
Here is the ion C3H7N2O2S2 with charge -1 from the Open Molecules 2025 dataset. Energies are from wB97M-V/def2-TZVPD.

- structure (SMILES) = CC(S)(S)N(N)C(=O)[O-]
- relative energy (zero: lowest compared OMol25 entry of this formula, charge and spin) (kcal per mole) = 0.00
- charge = -1

Each line ends with the natural charge from an NBO analysis.
Element x y z (Å)
1 C 0.466 -1.813 0.031  -0.662
2 C -0.190 -0.496 0.370  0.000
3 S -0.341 -0.394 2.255  -0.283
4 S -2.056 -0.485 -0.017  -0.157
5 N 0.629 0.609 -0.203  -0.402
6 N 0.875 0.385 -1.562  -0.668
7 C 0.025 2.001 0.050  0.880
8 O 0.028 2.714 -0.947  -0.726
9 O -0.386 2.209 1.234  -0.748
10 H 0.048 -2.210 -0.896  0.216
11 H 1.556 -1.591 -0.197  0.227
12 H 0.458 -2.480 0.827  0.209
13 H -0.451 1.019 2.037  0.280
14 H -2.268 -1.309 1.081  0.149
15 H 0.000 0.842 -2.163  0.329
16 H 1.606 0.998 -1.900  0.357



(3)
Here is a structure of composition C26H35O2Tc from the Open Molecules 2025 dataset. Energies are from wB97M-V/def2-TZVPD.

- relative energy (zero: lowest compared OMol25 entry of this formula, charge and spin) (kcal per mole) = 6.82
- spin multiplicity = 4
- charge = +1

Each line ends with the Löwdin spin population.
Element x y z (Å)
1 O 0.494 0.346 -7.887  0.000
2 C 0.351 1.643 -8.551  0.000
3 C 0.117 1.026 -9.933  0.000
4 H 1.273 2.231 -8.466  0.000
5 H -0.501 2.209 -8.156  0.000
6 C 0.321 -0.321 -9.170  0.000
7 H 0.893 1.218 -10.668  0.000
8 H -0.887 1.135 -10.333  0.000
9 C 1.557 -1.054 -9.650  0.000
10 H 2.421 -0.379 -9.688  0.000
11 H 1.368 -1.437 -10.664  0.000
12 H 1.781 -1.914 -9.005  0.000
13 C -0.890 -1.230 -9.212  0.000
14 H -1.797 -0.689 -8.915  0.000
15 H -0.741 -2.101 -8.558  0.000
16 H -1.021 -1.600 -10.239  0.000
17 Tc 0.123 -0.143 0.387  2.088
18 C -1.832 -0.607 1.122  0.018
19 C -1.920 0.810 1.362  0.133
20 C -2.128 1.472 0.098  0.114
21 H -1.945 1.270 2.350  0.004
22 C -2.331 0.469 -0.887  0.151
23 C -2.017 -0.811 -0.303  0.041
24 H -2.096 -1.782 -0.811  0.001
25 H -1.800 -1.388 1.878  0.003
26 H -2.181 2.553 -0.049  0.005
27 H -2.748 0.621 -1.877  0.007
28 C 1.096 -1.492 1.692  0.031
29 C 0.299 -2.266 0.777  0.021
30 C 0.781 -2.056 -0.549  0.059
31 H -0.506 -2.932 1.055  0.002
32 C 1.932 -1.196 -0.463  0.066
33 C 2.123 -0.850 0.919  -0.004
34 H 2.873 -0.189 1.316  0.000
35 H 0.964 -1.433 2.765  0.009
36 H 0.364 -2.491 -1.451  0.005
37 H 2.551 -0.886 -1.294  0.006
38 O 0.305 0.615 -2.266  0.045
39 C -0.025 -0.244 -3.381  0.003
40 C -0.309 0.662 -4.561  0.001
41 H -0.862 -0.890 -3.086  0.000
42 H 0.843 -0.893 -3.570  0.000
43 C 0.578 1.872 -4.266  0.001
44 H -1.366 0.968 -4.536  0.000
45 H -0.095 0.201 -5.526  0.000
46 C 0.515 1.958 -2.751  0.003
47 H 0.249 2.788 -4.760  0.000
48 H 1.608 1.650 -4.577  0.000
49 H -0.335 2.575 -2.417  0.000
50 H 1.423 2.352 -2.277  0.000
51 C 0.914 1.667 1.039  0.105
52 C 1.701 2.262 2.165  0.010
53 C 3.081 2.183 2.475  0.004
54 C 3.522 2.701 3.703  0.000
55 C 2.628 3.364 4.565  0.003
56 C 1.298 3.613 4.159  0.001
57 C 0.894 3.143 2.924  0.008
58 H -0.127 1.700 1.491  0.030
59 H 0.882 2.322 0.147  0.021
60 H 3.814 1.770 1.776  0.000
61 H 4.572 2.595 3.999  0.000
62 H 2.963 3.750 5.529  0.000
63 H 0.594 4.155 4.799  0.000
64 H -0.085 3.443 2.523  0.002



(4)
Here is a structure of composition BrCu from the Open Molecules 2025 dataset. Energies are from wB97M-V/def2-TZVPD.

- relative energy (zero: lowest compared OMol25 entry of this formula, charge and spin) (kcal per mole) = 6.07
- spin multiplicity = 2
- charge = +1

Each line ends with the Löwdin spin population.
Element x y z (Å)
1 Cu 0.603 10.087 10.984  0.015
2 Br -0.607 10.127 13.477  0.985



(5)
Here is a structure of composition C22H38F12HgN4O10S4 from the Open Molecules 2025 dataset. Energies are from wB97M-V/def2-TZVPD.

- relative energy (zero: lowest compared OMol25 entry of this formula, charge and spin) (kcal per mole) = 250.21
- charge = 0

Each line ends with the Löwdin charge.
Element x y z (Å)
1 Hg 1.361 0.404 1.326  0.878
2 C 6.915 -1.445 0.074  -0.657
3 F 8.092 -0.846 0.287  0.152
4 F 6.477 -0.879 -1.052  0.131
5 F 7.044 -2.711 -0.085  0.184
6 S 5.613 -0.974 1.469  0.644
7 O 6.151 -0.782 2.737  -0.250
8 O 4.820 0.193 1.009  -0.407
9 N 4.314 -2.169 1.462  -0.256
10 S 4.984 -3.492 2.093  0.598
11 O 6.409 -3.536 2.381  -0.293
12 O 4.052 -3.995 3.123  -0.310
13 C 4.605 -4.896 0.785  -0.636
14 F 5.600 -4.874 -0.090  0.125
15 F 4.438 -6.099 1.447  0.097
16 F 3.497 -4.658 0.142  0.147
17 C -3.524 3.113 3.421  -0.576
18 F -4.436 4.143 3.282  0.090
19 F -3.762 2.423 4.552  0.133
20 F -3.515 2.399 2.282  0.124
21 S -1.870 4.081 3.634  0.658
22 O -1.841 4.926 2.520  -0.279
23 O -2.060 4.856 4.900  -0.309
24 N -0.665 2.854 3.610  -0.311
25 S -0.068 2.813 4.986  0.559
26 O -1.017 2.624 6.095  -0.281
27 O 0.867 1.666 4.754  -0.340
28 C 1.058 4.396 5.270  -0.677
29 F 1.062 5.114 4.148  0.136
30 F 0.582 4.954 6.395  0.148
31 F 2.265 4.045 5.340  0.210
32 C -2.669 -3.051 3.528  -0.020
33 C -3.433 -3.878 2.374  -0.434
34 C -4.915 -3.678 2.754  -0.160
35 C -5.781 -4.201 1.649  -0.205
36 C -5.420 -3.602 0.295  -0.137
37 C -3.980 -3.714 -0.120  -0.502
38 N -3.165 -3.284 1.033  -0.048
39 O -1.814 -2.920 0.772  0.022
40 C -3.617 -5.044 -0.731  -0.031
41 C -3.915 -2.728 -1.362  -0.024
42 C -2.996 -5.366 2.402  -0.007
43 H -2.972 -3.361 4.528  0.084
44 H -2.848 -1.976 3.544  0.079
45 H -1.585 -3.072 3.411  0.074
46 H -5.128 -4.154 3.711  0.127
47 H -5.187 -2.643 2.959  0.124
48 H -6.813 -4.201 1.997  0.119
49 H -5.667 -5.285 1.666  0.103
50 H -5.699 -2.562 0.463  0.132
51 H -6.065 -4.197 -0.353  0.133
52 H -3.723 -5.949 -0.134  0.079
53 H -4.141 -5.101 -1.685  0.095
54 H -2.557 -5.040 -0.987  0.084
55 H -2.914 -2.865 -1.771  0.074
56 H -4.661 -2.960 -2.122  0.090
57 H -3.979 -1.674 -1.091  0.087
58 H -3.639 -6.144 1.991  0.072
59 H -2.782 -5.532 3.458  0.090
60 H -2.071 -5.381 1.825  0.084
61 H -1.490 -3.713 0.339  0.087
62 C 0.300 2.263 -5.198  -0.017
63 C 1.612 2.216 -4.426  -0.485
64 C 2.774 2.856 -5.234  -0.112
65 C 2.777 4.413 -5.383  -0.177
66 C 2.744 4.956 -3.985  -0.145
67 C 1.547 4.441 -3.103  -0.454
68 N 1.380 2.923 -3.118  -0.034
69 O 0.347 2.447 -2.262  -0.005
70 C 2.059 4.695 -1.660  -0.031
71 C 0.332 5.254 -3.350  -0.036
72 C 1.938 0.735 -4.081  -0.024
73 H 0.564 1.855 -6.174  0.093
74 H -0.060 3.287 -5.294  0.075
75 H -0.349 1.593 -4.635  0.090
76 H 3.752 2.685 -4.785  0.122
77 H 2.576 2.500 -6.245  0.117
78 H 1.848 4.551 -5.935  0.106
79 H 3.650 4.813 -5.899  0.121
80 H 2.782 6.039 -4.098  0.128
81 H 3.685 4.657 -3.523  0.114
82 H 3.132 4.641 -1.475  0.086
83 H 1.634 5.603 -1.233  0.087
84 H 1.690 4.021 -0.887  0.071
85 H -0.476 4.817 -2.764  0.085
86 H 0.505 6.309 -3.134  0.106
87 H -0.119 5.168 -4.339  0.079
88 H 1.850 0.111 -4.970  0.088
89 H 1.259 0.262 -3.372  0.075
90 H 2.912 0.604 -3.610  0.085
91 H -0.464 2.916 -2.471  0.091